# 1
Below is a 5-piece molecular cluster, CH11O5 overall in a non-equilibrium geometry, with properties calculated with the ωB97M-V functional and the def2-TZVPD basis.

XYZ file:
```
17
Properties=species:S:1:pos:R:3
C -0.610 0.016 1.604
O -0.096 -0.284 0.318
H 0.075 0.582 2.304
H -1.017 -0.953 2.008
H -1.436 0.690 1.686
H 1.288 -0.238 -0.718
H 2.086 0.995 -0.486
O 2.038 0.387 -1.256
H -0.267 1.662 -0.490
H -0.758 1.718 -1.974
O -0.482 2.287 -1.234
H 1.106 -1.765 0.926
H 2.441 -2.032 0.056
O 1.761 -2.429 0.588
H -1.595 -0.425 -0.483
H -2.091 0.046 -1.835
O -2.444 -0.255 -1.014
```

Its charge is -1. Its relative energy (zero: lowest compared OMol25 entry of this formula, charge and spin) is 110.13 kJ/mol. The calculation puts the molar mass at 103.09 g mol⁻¹. Its orbital gap is 8.771 eV. The HOMO energy is -4.80 eV. The value obtained for the electronic energy is -11453.514 eV.

---

# 2
Below is CH12Ba2O9 as an isolated structure in a non-equilibrium geometry, with properties calculated with the ωB97M-V functional and the def2-TZVPD basis.

XYZ file:
```
24
Properties=species:S:1:pos:R:3
Ba -3.333 0.057 0.948
Ba 0.123 -0.939 3.656
C -0.202 -0.027 0.147
O 0.854 -0.118 -0.469
O -1.022 0.857 -0.058
O -0.546 -0.867 1.004
O 2.746 1.457 -1.243
H 3.219 1.871 -0.522
H 2.141 0.850 -0.816
O 0.650 -3.092 -0.939
H 0.488 -2.152 -0.855
H 0.467 -3.446 -0.068
O -0.352 1.907 -2.618
H -0.445 1.643 -1.703
H -1.180 2.340 -2.829
O 2.207 -1.007 1.871
H 2.598 -0.135 1.821
H 1.615 -1.048 1.120
O -1.084 3.351 1.130
H -1.200 3.845 0.319
H -0.741 2.503 0.848
O -2.631 -2.420 -0.088
H -1.705 -2.379 0.151
H -2.665 -3.050 -0.808
```

Its charge is +3. Its multiplicity is 2. The calculation puts the molar mass at 442.75 g mol⁻¹. As for the expectation value of S²: 0.7570. Its orbital gap (alpha / beta) is 7.706 / 4.316 eV. The HOMO energy (alpha / beta) is -19.40 / -19.09 eV. The value obtained for the electronic energy is -21018.755 eV.

---

# 3
Below is CH12Ba3O9 as an isolated structure in a non-equilibrium geometry, with properties calculated with the ωB97M-V functional and the def2-TZVPD basis.

XYZ file:
```
25
Properties=species:S:1:pos:R:3
Ba 2.031 -1.651 4.481
Ba 0.747 0.215 -4.625
Ba -3.753 -0.129 2.256
C 0.278 -0.302 -0.166
O -0.756 -0.486 -0.831
O 1.457 -0.201 -0.678
O 0.103 -0.238 1.068
O 2.894 3.227 -3.067
H 3.076 2.580 -2.385
H 3.074 4.070 -2.652
O 4.566 0.083 2.091
H 5.167 0.826 2.145
H 4.044 0.253 1.307
O -2.280 3.348 2.021
H -1.359 3.244 1.783
H -2.548 4.161 1.593
O -3.407 -3.773 0.681
H -4.251 -4.100 0.370
H -3.027 -3.328 -0.077
O 2.841 -3.553 0.440
H 2.756 -2.691 0.031
H 2.749 -4.172 -0.284
O -4.889 1.062 -1.504
H -5.475 0.843 -2.228
H -4.039 0.709 -1.769
```

Its charge is +4. Its relative energy (zero: lowest compared OMol25 entry of this formula, charge and spin) is 746.32 kJ/mol. The calculation puts the molar mass at 580.08 g mol⁻¹. Its orbital gap is 3.828 eV. The HOMO energy is -15.78 eV. The value obtained for the electronic energy is -21701.082 eV.

---

# 4
Below is a 4-piece molecular cluster, CH12N2O3 overall in a non-equilibrium geometry, with properties calculated with the ωB97M-V functional and the def2-TZVPD basis.

XYZ file:
```
18
Properties=species:S:1:pos:R:3
N -1.843 -1.902 2.514
C -2.020 -1.297 1.220
N -0.808 -0.879 0.490
H -1.322 -2.764 2.421
H -1.328 -1.292 3.141
H -2.485 -2.026 0.553
H -2.663 -0.430 1.238
H -0.626 0.106 0.544
H 0.046 -1.341 0.774
H 4.110 -0.310 -5.074
H 4.947 -1.515 -4.486
O 4.668 -1.059 -5.291
H 3.656 5.463 -2.078
H 4.288 4.434 -1.129
O 4.078 5.369 -1.219
H -4.160 -1.329 2.467
H -5.343 -1.061 3.357
O -4.773 -0.623 2.717
```

Its charge is 0. Its relative energy (zero: lowest compared OMol25 entry of this formula, charge and spin) is 76.83 kJ/mol. The calculation puts the molar mass at 100.12 g mol⁻¹. Its orbital gap is 9.895 eV. The HOMO energy is -9.24 eV. The value obtained for the electronic energy is -10353.966 eV.